# 1
Formula: C35H46MgN6O3P2
Source: OMol25
Level of theory: ωB97M-V with the def2-TZVPD basis set

HOMO   -8.241 eV
LUMO   -1.047 eV
Gap between HOMO and LUMO   0.2644 hartree
Energy above the lowest of the compared OMol25 structures with the same formula, charge and spin   91.9 kJ/mol

CARTESIAN COORDINATES (ANGSTROEM)
1 P -2.342 -0.786 -6.680
2 P 1.350 -1.390 -6.582
3 Mg -1.161 -1.583 -1.494
4 O -3.335 -1.111 3.358
5 O 0.345 0.390 1.065
6 O -1.887 -3.064 0.010
7 N -1.421 -0.960 0.613
8 N -2.369 0.927 -7.328
9 N -3.872 -1.184 -7.445
10 N 2.603 -0.192 -6.893
11 N 2.182 -2.567 -7.730
12 N -1.799 -2.480 2.312
13 C 3.689 -0.020 -6.025
14 C 0.217 -0.659 -7.843
15 C -2.029 1.907 -6.379
16 C 2.005 3.517 -2.430
17 C 0.116 -0.709 3.978
18 C 2.481 -3.877 -7.346
19 C -1.035 -0.278 2.988
20 C 2.777 -3.722 -9.594
21 C -1.796 3.108 -7.033
22 C 0.395 4.492 -0.636
23 C -0.977 2.665 -3.027
24 C 2.810 -4.618 -8.478
25 C -4.628 -0.524 -8.423
26 C 4.604 0.833 -6.635
27 C -5.612 -1.386 -8.900
28 C -0.903 3.715 -0.705
29 C 4.111 1.130 -7.942
30 C 2.892 0.484 -8.086
31 C 1.575 2.359 -2.952
32 C -4.420 -2.476 -7.294
33 C -1.718 -2.237 0.949
34 C 1.106 4.652 -2.001
35 C -1.575 3.366 -1.821
36 C 2.397 -2.476 -9.106
37 C -2.278 1.524 -8.595
38 C 0.212 1.718 -2.746
39 C -0.633 -0.253 1.482
40 C -2.655 1.639 2.430
41 C -5.489 -2.617 -8.167
42 C 0.782 -2.155 -1.588
43 C -2.194 -1.288 2.986
44 C -2.007 2.878 -8.436
45 C -1.492 1.175 3.278
46 C -1.112 -1.418 -7.956
47 C 1.389 0.127 3.834
48 H -0.282 -0.633 5.009
49 H 5.517 1.189 -6.190
50 H -1.375 3.558 0.278
51 H -1.539 -1.295 -8.964
52 H 2.258 -0.430 4.192
53 H 0.811 -3.039 -0.945
54 H 1.251 -2.420 -2.536
55 H -4.426 0.503 -8.677
56 H -2.824 2.703 2.606
57 H 0.353 -1.771 3.813
58 H -2.678 3.426 -1.876
59 H 2.229 -1.559 -9.649
60 H -3.999 -3.148 -6.560
61 H 2.253 1.785 -3.587
62 H -0.993 -2.495 -7.753
63 H 2.985 -3.961 -10.626
64 H 2.215 0.487 -8.929
65 H 0.204 5.488 -0.187
66 H 0.646 -0.642 -8.851
67 H 3.703 -0.531 -5.068
68 H 0.152 0.886 -3.470
69 H 1.344 1.058 4.412
70 H -6.317 -1.175 -9.689
71 H -0.673 3.375 -3.806
72 H -1.792 2.056 -3.434
73 H 3.016 -5.678 -8.514
74 H -1.959 3.622 -9.213
75 H -1.474 4.022 -6.558
76 H 1.529 0.355 2.775
77 H -2.452 1.490 1.363
78 H 1.343 -1.375 -1.065
79 H 1.761 5.525 -1.851
80 H -0.609 1.786 3.046
81 H 4.577 1.722 -8.711
82 H 1.067 4.002 0.084
83 H -2.439 0.955 -9.495
84 H -1.956 1.608 -5.337
85 H 3.069 3.716 -2.259
86 H -6.115 -3.489 -8.285
87 H 0.101 1.221 -1.759
88 H -3.555 1.085 2.703
89 H -1.691 1.280 4.354
90 H -2.281 -3.316 2.613
91 H 0.086 0.384 -7.518
92 H 0.351 4.848 -2.781
93 H 2.405 -4.161 -6.304



# 2
Formula: C35H46N2O5
Source: OMol25
Level of theory: ωB97M-V with the def2-TZVPD basis set

HOMO   -6.903 eV
LUMO   -1.083 eV
Gap between HOMO and LUMO   0.2139 hartree
Energy above the lowest of the compared OMol25 structures with the same formula, charge and spin   0.0 kJ/mol

CARTESIAN COORDINATES (ANGSTROEM)
1 O 1.086 1.043 -3.001
2 O -2.905 3.053 4.629
3 O 2.195 -2.866 -2.791
4 O 0.380 -3.389 -1.577
5 O 2.826 -0.380 -2.760
6 N -0.683 1.442 2.396
7 N -0.693 3.066 3.963
8 C -1.688 -1.454 -1.341
9 C 0.233 2.373 3.072
10 C 5.027 0.122 -3.397
11 C -7.077 2.078 3.342
12 C 3.775 -0.113 0.380
13 C -0.283 4.104 4.881
14 C -6.279 0.974 3.671
15 C 5.136 -0.390 0.277
16 C -3.078 1.777 1.781
17 C 0.863 3.388 2.107
18 C -3.184 -1.344 -1.627
19 C 1.049 -2.530 -2.161
20 C -5.339 2.895 1.865
21 C 4.613 -2.684 -0.283
22 C 1.384 -0.805 0.271
23 C -1.187 -1.557 -3.814
24 C 2.406 -4.295 -2.801
25 C 3.264 -2.433 -0.071
26 C -6.607 3.035 2.433
27 C 5.561 -1.662 -0.115
28 C -4.509 1.841 2.267
29 C 3.740 -4.520 -3.447
30 C -2.061 1.515 2.893
31 C -5.001 0.846 3.117
32 C -0.329 0.507 1.488
33 C -2.680 -1.448 -4.133
34 C 0.945 0.328 0.968
35 C -3.570 -1.930 -2.986
36 C 1.517 -0.066 -2.695
37 C -0.812 -0.905 -2.464
38 C 1.336 1.666 3.873
39 C 2.799 -1.117 0.170
40 C -1.988 2.631 3.930
41 C 3.661 0.708 -3.191
42 C 0.646 -1.116 -2.173
43 H 4.557 -4.048 -2.886
44 H 5.721 0.919 -3.669
45 H 5.409 -0.388 -2.507
46 H 0.080 4.014 1.659
47 H 1.411 2.891 1.305
48 H 1.903 0.983 3.235
49 H 1.562 4.025 2.664
50 H 4.938 -3.685 -0.576
51 H 2.368 -4.679 -1.772
52 H -1.176 4.522 5.356
53 H 2.546 -3.260 -0.040
54 H 3.744 -4.121 -4.467
55 H -3.728 -1.866 -0.833
56 H -1.408 -0.900 -0.436
57 H -0.899 -2.617 -3.745
58 H 0.894 1.097 4.701
59 H 3.944 -5.594 -3.504
60 H -3.496 -3.024 -2.924
61 H -4.961 3.616 1.136
62 H -2.918 -0.405 -4.376
63 H -7.226 3.895 2.170
64 H 0.383 3.700 5.656
65 H 3.260 1.110 -4.130
66 H -0.567 -1.100 -4.600
67 H 0.681 -1.623 0.092
68 H 5.859 0.403 0.488
69 H -2.894 -2.038 -5.031
70 H -6.641 0.216 4.366
71 H -0.955 0.182 -2.535
72 H -1.401 -2.500 -1.184
73 H 1.685 1.096 1.185
74 H 6.622 -1.857 -0.291
75 H 3.473 0.913 0.604
76 H 2.023 2.417 4.285
77 H -8.067 2.189 3.790
78 H -1.123 -0.197 1.227
79 H -2.814 2.725 1.281
80 H -2.977 0.972 1.033
81 H 4.997 -0.600 -4.219
82 H -4.619 -1.701 -3.211
83 H -2.326 0.586 3.432
84 H 3.650 1.495 -2.423
85 H 0.247 4.897 4.342
86 H -4.372 -0.013 3.366
87 H -3.475 -0.287 -1.573
88 H 1.595 -4.750 -3.389



# 3
Formula: C35H47BrN4P2V
Source: OMol25
Level of theory: ωB97M-V with the def2-TZVPD basis set

HOMO (alpha / beta)   -18.090 / -18.088 eV
Charge   +4
LUMO (alpha / beta)   -14.830 / -15.054 eV
Multiplicity   2
Gap between HOMO and LUMO (alpha / beta)   0.1198 / 0.1115 hartree
Energy above the lowest of the compared OMol25 structures with the same formula, charge and spin   0.0 kJ/mol

CARTESIAN COORDINATES (ANGSTROEM)
1 Br 3.019 4.923 2.166
2 V -0.424 0.148 -0.874
3 P 2.498 -0.984 -0.778
4 P -0.638 -2.170 -1.434
5 N 1.666 0.758 9.403
6 N -1.216 0.546 3.274
7 N -1.312 0.312 1.075
8 N -5.249 1.715 -4.109
9 C -0.178 3.524 0.017
10 C -5.354 2.107 -2.842
11 C 2.021 -0.945 1.950
12 C 2.461 -0.523 -2.566
13 C -1.403 -4.433 0.150
14 C 0.406 -3.140 -2.611
15 C -1.380 0.386 5.670
16 C -4.137 1.130 -4.528
17 C 0.601 4.209 0.947
18 C 3.998 0.018 -0.376
19 C -0.760 0.417 6.922
20 C 1.357 1.013 5.894
21 C -2.318 -2.373 -2.121
22 C 0.594 0.755 7.037
23 C -3.331 -1.539 -1.368
24 C 3.521 -1.256 -3.436
25 C 2.003 4.312 0.797
26 C -0.581 -3.145 0.134
27 C 0.739 1.030 4.641
28 C -2.550 0.261 2.953
29 C 5.371 -0.546 -0.728
30 C 0.256 -2.593 -4.032
31 C -4.283 1.973 -1.947
32 C -0.614 0.670 4.537
33 C 1.768 3.139 -1.344
34 C 1.201 0.779 8.332
35 C -1.852 1.635 -1.469
36 C -0.432 1.844 -1.860
37 C -2.600 0.148 1.597
38 C -0.549 0.658 2.102
39 C -2.972 1.016 -3.730
40 C 0.410 2.821 -1.056
41 C 2.553 3.857 -0.410
42 C 1.500 -0.370 0.594
43 C -3.021 1.538 -2.426
44 H 0.477 -3.351 0.352
45 H -3.718 -2.089 -0.500
46 H -6.299 2.559 -2.535
47 H -1.261 3.574 0.072
48 H -2.231 2.222 -0.612
49 H 3.956 0.201 0.703
50 H -2.442 0.145 5.576
51 H 0.483 0.981 2.059
52 H 1.206 -1.134 2.660
53 H 0.099 4.658 1.799
54 H 1.466 -0.842 -2.905
55 H -4.133 0.772 -5.559
56 H 3.113 -1.469 -4.440
57 H 2.583 -1.882 1.824
58 H 1.614 0.721 0.557
59 H -4.417 2.246 -0.903
60 H -2.079 0.528 -4.119
61 H 5.424 -1.028 -1.706
62 H 1.443 -3.060 -2.243
63 H -3.441 0.001 0.940
64 H 2.694 -0.210 2.416
65 H 3.615 4.047 -0.577
66 H -2.474 -4.223 0.258
67 H 1.035 -2.992 -4.690
68 H 6.107 0.266 -0.729
69 H -1.109 -5.046 1.012
70 H 3.845 0.979 -0.877
71 H 4.431 -0.652 -3.575
72 H 0.330 -1.499 -4.084
73 H -3.303 0.169 3.714
74 H -2.920 -0.581 -0.999
75 H -0.713 -2.854 -4.469
76 H -4.161 -1.258 -2.029
77 H 1.311 1.325 3.760
78 H -1.259 -5.038 -0.753
79 H -2.586 -3.434 -2.054
80 H 0.132 -4.209 -2.582
81 H 2.179 2.945 -2.349
82 H 2.524 0.576 -2.645
83 H -2.284 -2.101 -3.187
84 H 0.424 -0.679 0.463
85 H 2.426 1.202 5.955
86 H -0.928 -2.477 0.932
87 H -1.323 0.158 7.817
88 H 5.694 -1.276 0.018
89 H 3.817 -2.225 -2.997
90 H -0.134 1.711 -2.911



# 4
Formula: C35H48IIrN4O5Si4Te
Source: OMol25
Level of theory: ωB97M-V with the def2-TZVPD basis set

HOMO (alpha / beta)   -8.632 / -10.410 eV
Charge   +1
LUMO (alpha / beta)   -3.450 / -3.392 eV
Multiplicity   2
Gap between HOMO and LUMO (alpha / beta)   0.1904 / 0.2579 hartree
Energy above the lowest of the compared OMol25 structures with the same formula, charge and spin   91.5 kJ/mol

CARTESIAN COORDINATES (ANGSTROEM)
1 Ir 1.698 0.186 0.936
2 I 2.532 3.206 -9.247
3 Te -0.643 1.018 0.045
4 Si -2.383 -0.479 -1.007
5 Si -2.321 -2.829 -0.886
6 Si -3.249 0.441 -2.992
7 Si -2.989 0.459 1.007
8 O 0.954 0.652 2.809
9 O 0.843 1.006 -2.768
10 O 2.410 2.020 0.326
11 O 2.357 2.597 -2.282
12 O 0.027 2.093 4.645
13 N 2.403 -0.942 -0.609
14 N 1.087 -1.554 1.560
15 N 3.548 0.129 1.848
16 N 0.430 -1.622 2.739
17 C 2.606 -3.233 -1.260
18 C -2.972 2.289 -2.932
19 C -3.870 2.102 1.162
20 C -1.263 1.198 6.403
21 C -0.341 -0.271 4.564
22 C 3.744 2.246 0.674
23 C 4.288 1.230 1.647
24 C -0.950 -1.422 5.174
25 C 3.958 -0.820 2.704
26 C -3.962 -3.399 -1.587
27 C -2.303 -0.310 -4.422
28 C -2.138 -3.521 0.842
29 C -3.127 -0.502 2.591
30 C 2.698 3.254 -4.924
31 C 5.495 1.395 2.314
32 C 0.381 -0.413 3.310
33 C 3.645 -1.512 -2.552
34 C -1.698 -1.276 6.345
35 C 2.140 -2.261 -0.390
36 C 5.146 -0.713 3.388
37 C 1.609 1.883 -3.117
38 C 1.386 -2.573 0.826
39 C -1.861 -0.063 6.944
40 C -2.325 2.300 6.216
41 C 1.388 1.746 -6.862
42 C 3.148 -0.585 -1.654
43 C 5.929 0.418 3.187
44 C -0.488 0.969 5.138
45 C 1.196 1.470 -5.520
46 C 2.238 2.782 -7.229
47 C -5.077 0.046 -3.080
48 C 2.893 3.539 -6.266
49 C 3.362 -2.853 -2.358
50 C 1.849 2.218 -4.546
51 C -0.945 -3.389 -2.033
52 H 3.339 0.473 -1.759
53 H -3.677 2.758 0.313
54 H -2.155 -2.154 6.785
55 H -4.951 1.959 1.240
56 H 4.401 2.234 -0.213
57 H -3.508 2.756 -2.105
58 H 2.213 2.337 -1.300
59 H -2.114 -4.613 0.786
60 H -1.865 3.239 5.915
61 H -2.534 -1.370 -4.545
62 H -3.324 2.749 -3.859
63 H -3.000 -3.253 1.455
64 H -0.807 -4.473 -2.002
65 H 3.300 -1.669 2.835
66 H -2.444 0.029 7.851
67 H -4.150 -0.891 2.646
68 H 2.375 -4.272 -1.068
69 H -3.057 2.008 5.463
70 H -4.809 -3.033 -1.003
71 H -3.529 2.599 2.073
72 H 0.881 1.163 -7.619
73 H 0.534 0.671 -5.212
74 H 1.126 -3.583 1.114
75 H -4.095 -3.074 -2.620
76 H 3.732 -3.599 -3.048
77 H -0.534 1.594 7.128
78 H -2.444 -1.344 2.660
79 H 5.444 -1.495 4.071
80 H 4.239 -1.173 -3.389
81 H -5.267 -1.022 -3.190
82 H 0.529 1.867 3.833
83 H -2.968 0.147 3.450
84 H 0.005 -2.911 -1.791
85 H 6.865 0.535 3.716
86 H -5.609 0.395 -2.194
87 H 3.200 3.840 -4.168
88 H -1.188 -3.114 -3.062
89 H -1.253 -3.177 1.376
90 H 3.864 3.240 1.123
91 H -0.825 -2.386 4.706
92 H -3.997 -4.492 -1.577
93 H -2.855 2.457 7.155
94 H -1.229 -0.208 -4.246
95 H -1.909 2.517 -2.824
96 H 3.549 4.346 -6.561
97 H -5.511 0.551 -3.947
98 H -2.544 0.196 -5.359
99 H 6.073 2.293 2.146